1.
ORCA calculation (ωB97M-V/def2-TZVPD) on a cluster of 2 separate species, C5H14 in total at a distorted geometry.

Summary:
SMILES: CCC.CC
ΔE to the lowest compared entry with this formula, charge and spin in kcal per mole: 36.0
Multiplicity: 1
Gap between HOMO and LUMO in eV: 12.349
Highest occupied orbital energy in eV: -11.265
E in eV: -5410.4882

Each line ends with the Löwdin charge.
Cartesian coordinates (Å):
C (-3.03999, -0.11046, 1.24640)  -0.194
C (-1.65596, -0.21688, 1.87240)  -0.176
H (-3.61539, 0.83601, 1.41923)  0.079
H (-2.86338, -0.19760, 0.24294)  0.030
H (-3.74776, -0.72064, 1.73147)  0.045
H (-1.47362, -1.32195, 1.57591)  0.088
H (-1.30794, -0.01966, 2.90215)  0.058
H (-0.97679, 0.51230, 1.21306)  0.084
C (1.09772, 0.06196, -1.02609)  -0.257
C (2.08991, -0.66739, -0.03786)  -0.087
C (1.75232, 0.89495, -2.27126)  -0.093
H (0.38328, -0.60441, -1.38769)  0.060
H (0.56200, 0.80171, -0.48846)  0.051
H (2.85682, 0.00210, 0.24637)  0.052
H (2.59773, -1.52013, -0.46601)  0.067
H (2.48156, 1.64496, -1.74173)  0.097
H (2.34965, 0.32685, -2.95390)  0.035
H (1.57907, -1.01816, 0.76102)  0.014
H (0.93077, 1.31646, -2.83793)  0.047

Atomic forces in eV per Å
C -0.847 3.072 3.588
C 2.111 -0.238 -2.453
H 1.051 0.017 -0.327
H -0.315 -0.750 -2.564
H -0.638 -1.820 -0.091
H 0.845 1.758 0.786
H -1.159 -0.174 -0.271
H -1.048 -1.874 1.350
C 2.980 0.735 -0.913
C 0.129 1.177 -3.771
C 0.571 -0.048 3.368
H -1.172 -1.322 -0.719
H -0.510 0.731 0.731
H 0.772 0.846 0.595
H 0.013 -0.248 -0.525
H -1.576 -0.895 -1.387
H 0.338 -0.689 -0.221
H -1.640 -0.894 2.742
H 0.096 0.614 0.081

2.
ORCA calculation (ωB97M-V/def2-TZVPD) on a cluster of 10 separate species, C33H66O13S3 in total at a distorted geometry.

Summary:
SMILES: O=S1(=O)CCCC1.O=S1(=O)CCCC1.O=S1(=O)CCCC1.CC(C)=O.CC(C)=O.CC(C)=O.CC(C)=O.CC(C)=O.CC(C)=O.CC(C)=O
ΔE to the lowest compared entry with this formula, charge and spin in kcal per mole: 2.5
Multiplicity: 1
Gap between HOMO and LUMO in eV: 9.673
Highest occupied orbital energy in eV: -9.334
E in eV: -94411.5299

Each line ends with the Löwdin charge.
Cartesian coordinates (Å):
C (14.96939, 8.17823, 11.99930)  -0.190
C (13.95928, 8.43580, 13.19959)  -0.186
C (14.10307, 9.85132, 13.72418)  -0.216
S (15.84167, 10.25491, 13.27043)  0.656
O (16.62295, 9.52960, 14.22068)  -0.298
O (16.02629, 11.66149, 13.11645)  -0.336
C (15.82954, 9.38073, 11.69159)  -0.218
H (14.43764, 7.96059, 11.06209)  0.113
H (15.59523, 7.29819, 12.25638)  0.121
H (14.08699, 7.78726, 14.06837)  0.114
H (12.93683, 8.33782, 12.84342)  0.101
H (14.01788, 10.00789, 14.78298)  0.099
H (13.44479, 10.63008, 13.35300)  0.061
H (16.87472, 9.17415, 11.54065)  0.102
H (15.42746, 10.14835, 11.00107)  0.089
C (13.21605, 18.94280, 11.39849)  -0.249
C (14.48966, 18.90492, 10.70344)  -0.252
C (15.52283, 19.12415, 11.75986)  -0.230
S (14.92501, 20.36667, 12.89758)  0.659
O (15.45208, 21.68378, 12.70312)  -0.320
O (15.03068, 19.90252, 14.27182)  -0.341
C (13.19507, 20.24214, 12.30328)  -0.187
H (13.09412, 18.12432, 12.11928)  0.086
H (12.39725, 18.88392, 10.69749)  0.117
H (14.58952, 19.57429, 9.84041)  0.130
H (14.60357, 17.87107, 10.31974)  0.131
H (16.42686, 19.63294, 11.31746)  0.129
H (15.82428, 18.30274, 12.37923)  0.076
H (13.02747, 21.07387, 11.59856)  0.102
H (12.51017, 20.28208, 13.17869)  0.090
C (9.79689, 12.48467, 14.84413)  -0.204
C (10.69729, 11.32963, 14.50526)  -0.211
C (10.34044, 10.72775, 13.11223)  -0.204
S (8.97947, 11.74062, 12.57480)  0.605
O (7.81534, 11.09928, 13.05185)  -0.284
O (9.09941, 11.90959, 11.14514)  -0.336
C (9.27489, 13.17215, 13.53362)  -0.215
H (10.29225, 13.25762, 15.42333)  0.101
H (8.90296, 12.21418, 15.43957)  0.125
H (10.60783, 10.48902, 15.22194)  0.125
H (11.73426, 11.65302, 14.57469)  0.081
H (9.86021, 9.75706, 13.03924)  0.102
H (11.10938, 10.88842, 12.31608)  0.100
H (8.32684, 13.66795, 13.58253)  0.103
H (10.04409, 13.88327, 13.12538)  0.090
C (15.74490, 13.01259, 10.14274)  -0.012
C (14.38711, 12.53958, 9.70921)  -0.475
O (13.74043, 11.77641, 10.41171)  0.027
C (13.91763, 12.92391, 8.32072)  -0.013
H (15.82097, 14.05255, 9.90099)  0.064
H (16.49254, 12.62187, 9.43453)  0.105
H (15.93585, 12.80260, 11.22517)  0.056
H (14.25537, 12.10208, 7.62902)  0.114
H (14.38456, 13.83963, 7.96642)  0.050
H (12.86077, 12.96218, 8.16400)  0.058
C (9.06666, 13.99876, 8.15582)  -0.030
C (8.58225, 15.05931, 9.05372)  -0.519
O (9.22517, 15.99176, 9.46691)  0.041
C (7.11529, 14.91972, 9.49976)  -0.015
H (8.22631, 13.65438, 7.49169)  0.102
H (9.20163, 13.13747, 8.83039)  0.083
H (9.93686, 14.22908, 7.50540)  0.097
H (6.99234, 15.44212, 10.44567)  0.074
H (6.81339, 13.85924, 9.46567)  0.087
H (6.47116, 15.50892, 8.84492)  0.083
C (13.26570, 15.45368, 17.66958)  0.002
C (14.75945, 15.51068, 17.26616)  -0.462
O (15.41108, 14.49340, 17.37786)  0.051
C (15.44363, 16.75707, 16.79682)  -0.001
H (12.53766, 15.48694, 16.89553)  0.053
H (13.07428, 16.33229, 18.24006)  0.066
H (13.12982, 14.59435, 18.28853)  0.070
H (16.26343, 16.41564, 16.22300)  0.042
H (15.81330, 17.25555, 17.65168)  0.079
H (14.83504, 17.48152, 16.21151)  0.098
C (18.41226, 14.77614, 14.60715)  -0.011
C (17.64387, 15.69048, 13.68021)  -0.472
O (18.13496, 16.68919, 13.13792)  0.035
C (16.21802, 15.22283, 13.37169)  -0.017
H (18.14287, 13.71966, 14.53769)  0.085
H (18.05915, 15.11884, 15.63234)  0.102
H (19.45423, 14.98130, 14.53624)  0.068
H (16.31426, 14.30648, 12.70842)  0.076
H (15.62768, 16.04863, 12.91420)  0.079
H (15.70306, 14.84936, 14.24948)  0.068
C (10.99219, 18.25904, 14.84867)  0.001
C (10.30627, 17.02337, 14.24001)  -0.494
O (10.42908, 15.89044, 14.65440)  0.061
C (9.67417, 17.34159, 12.96542)  -0.023
H (11.28996, 18.05688, 15.85946)  0.069
H (10.36227, 19.13775, 14.87686)  0.079
H (11.84395, 18.49968, 14.16793)  0.076
H (10.50194, 17.67096, 12.26250)  0.109
H (8.94546, 18.19365, 13.04732)  0.114
H (9.24798, 16.52279, 12.49247)  0.045
C (16.90978, 17.26489, 6.85745)  -0.007
C (16.80261, 15.78174, 6.65804)  -0.455
O (16.19939, 15.03798, 7.44245)  0.018
C (17.23792, 15.22033, 5.31013)  -0.026
H (17.38793, 17.70003, 5.99497)  0.075
H (17.61147, 17.36774, 7.71404)  0.111
H (15.99021, 17.65256, 7.15434)  0.063
H (18.15800, 15.73593, 4.93756)  0.092
H (16.42178, 15.47176, 4.63231)  0.087
H (17.26296, 14.11676, 5.25512)  0.088
C (11.47750, 14.23286, 10.76942)  0.000
C (12.32207, 14.59930, 11.97568)  -0.401
O (12.62642, 15.79699, 12.16105)  0.023
C (12.89104, 13.48708, 12.84930)  0.001
H (10.65111, 13.61725, 11.05641)  0.038
H (11.94949, 13.67486, 9.98047)  0.057
H (11.02919, 15.12922, 10.29722)  0.077
H (14.00757, 13.45772, 12.74970)  0.086
H (12.48453, 12.50400, 12.72498)  0.032
H (12.67121, 13.84454, 13.83401)  0.080

Atomic forces in eV per Å
C -0.396 -1.019 -0.036
C -0.410 0.475 -0.264
C 1.148 1.020 -0.620
S -2.130 -0.502 0.392
O 0.937 -0.506 0.328
O 0.427 1.077 -0.154
C -0.081 1.478 1.295
H -0.111 -0.271 0.511
H -0.332 0.601 -0.259
H 0.249 -0.354 -0.518
H -0.050 -0.340 -0.048
H 0.351 -0.473 0.711
H -0.026 -0.161 -0.893
H 0.351 -0.190 -0.472
H 0.091 -0.768 0.115
C -2.418 0.931 2.545
C 1.398 -1.821 -0.878
C 2.621 2.169 -0.716
S -1.282 -0.164 1.496
O 0.222 0.425 -1.036
O -0.340 -0.577 -0.679
C 0.046 -0.013 -1.042
H 0.255 -0.280 -0.540
H -0.548 0.205 0.029
H -0.127 0.137 0.394
H 0.154 0.492 -0.107
H -0.534 -0.841 0.593
H 0.053 -0.651 0.045
H 0.061 0.097 0.692
H 0.473 -0.123 -0.787
C -1.845 1.647 0.341
C 0.418 -2.158 0.101
C 0.521 1.712 -0.555
S 1.586 -0.460 -2.040
O -2.045 -0.496 1.041
O -0.143 0.657 -0.242
C 1.657 0.038 0.372
H 0.254 -0.023 0.081
H 0.523 -0.232 -0.352
H -0.035 0.685 -0.036
H 0.016 -0.103 -0.329
H 0.525 -0.351 0.389
H -0.395 -0.464 0.771
H -0.463 0.390 0.422
H -0.816 -0.920 0.161
C -0.013 -0.179 0.161
C -0.269 -0.856 0.144
O 0.051 0.347 -0.279
C 1.122 -0.679 -0.762
H -0.038 0.965 0.211
H -0.056 -0.396 0.451
H -0.015 -0.026 -1.225
H -0.050 0.655 0.617
H 0.010 -0.024 0.052
H -0.743 -0.001 0.407
C -0.442 -1.165 -1.333
C -1.582 0.799 0.457
O 0.508 0.283 -0.143
C 0.497 -0.085 -0.307
H 0.694 0.435 0.508
H 0.464 0.032 -0.272
H -0.382 -0.074 0.864
H 0.086 -0.531 0.353
H -0.124 0.567 0.374
H 0.102 -0.221 -0.475
C 1.662 0.642 0.159
C -1.112 -1.098 -0.091
O 0.084 0.107 -0.038
C -1.611 0.311 -0.834
H -0.298 -0.149 -1.139
H -0.272 0.820 0.732
H -0.129 -0.612 0.283
H 0.947 -0.063 -0.647
H 0.469 0.720 1.035
H 0.217 -0.587 0.407
C -1.311 1.073 1.312
C 0.193 0.518 -1.447
O -0.911 -1.699 1.174
C 0.320 0.042 -0.780
H 0.053 0.191 -0.224
H 0.494 -0.549 -0.878
H 0.829 -0.064 -0.067
H -0.150 1.211 0.506
H 0.384 -0.800 0.100
H -0.007 0.028 0.348
C 0.140 -0.705 -0.407
C 1.119 0.633 0.427
O -0.076 0.274 0.392
C 0.311 2.438 -1.283
H 0.575 -0.134 0.376
H -0.384 0.115 -0.226
H -0.395 -0.295 0.765
H -0.827 -0.144 0.775
H 0.680 -0.785 -0.082
H -1.036 -1.604 -0.735
C 2.583 -1.436 0.662
C -1.814 -2.065 0.085
O 1.240 1.432 -0.809
C 0.503 0.235 -0.042
H -0.241 0.539 -0.206
H -0.362 0.212 -0.374
H -1.543 0.839 0.240
H -0.669 -0.693 0.193
H -0.043 0.382 -0.175
H 0.414 0.610 0.445
C -0.641 1.405 0.086
C 1.156 1.647 -1.338
O -0.642 -2.613 0.142
C 0.848 1.351 -0.170
H -0.516 -0.579 0.307
H 0.745 -0.316 0.072
H 0.541 -0.320 0.470
H -0.975 -0.018 -0.009
H -0.232 -0.288 -0.518
H 0.060 0.028 1.001

3.
ORCA calculation (ωB97M-V/def2-TZVPD) on an isolated molecule of CH2O3S2 at a distorted geometry.

Summary:
ΔE to the lowest compared entry with this formula, charge and spin in kcal per mole: 32.4
Multiplicity: 1
Gap between HOMO and LUMO in eV: 9.578
Highest occupied orbital energy in eV: -9.765
E in eV: -28880.0408

Each line ends with the Löwdin charge.
Cartesian coordinates (Å):
C (0.48264, -0.20053, 0.47631)  -0.880
O (-1.96060, 0.15454, -1.17537)  -0.366
O (-0.45076, 0.84556, 0.70919)  -0.304
O (-0.37458, -1.32662, 0.38105)  -0.311
S (1.42616, -0.09839, -1.01501)  0.882
S (-1.71748, -0.12224, 0.19186)  1.047
H (1.13849, -0.36578, 1.39191)  0.134
H (1.45614, 1.11347, -0.95995)  -0.203

Atomic forces in eV per Å
C 1.215 -1.400 2.525
O -0.299 0.053 -0.783
O -0.246 -0.614 -0.626
O -1.957 1.849 -0.373
S 0.311 -4.049 -0.907
S 1.320 -1.165 1.229
H -0.727 0.594 -1.094
H 0.383 4.733 0.029